This record from the Open Molecules 2025 dataset describes C3H7N5 in the gas phase at a distorted geometry. The level of theory is the ωB97M-V functional and the def2-TZVPD basis.

Computed properties:
ΔE to the lowest compared entry with this formula, charge and spin ... 63.76 kJ/mol
LUMO ... 0.21 eV
Molar mass ... 113.12 g/mol
Frontier orbital gap ... 0.368 Ha
SMILES ... [H]/N=C\NC(=N/[H])/C(N)=N\[H]
Net charge ... 0

Element x y z (Å)
C  0.9695  -0.5235  0.2603
C  0.3584  0.8885  0.1561
C  -2.0765  0.1655  -0.1742
H  2.1924  -0.2589  -1.4543
H  2.4556  -1.6550  -0.5812
H  -0.4055  -1.3328  1.3240
H  1.9954  1.5635  -0.1528
H  -1.2725  1.9058  0.4615
H  -3.0322  0.7088  -0.0290
H  -1.1820  -1.4786  -0.7088
N  2.1438  -0.6714  -0.5160
N  0.4643  -1.5694  0.8353
N  1.0516  1.9327  -0.0681
N  -1.0456  0.9598  0.3204
N  -2.0798  -1.0282  -0.6164

Charges obtained by Löwdin population analysis, quoted in units of e: number 1, C, carries -0.402; number 2, C, carries -0.344; number 3, C, carries -0.293; number 4, H, carries 0.100; number 5, H, carries 0.105; number 6, H, carries 0.049; number 7, H, carries 0.041; number 8, H, carries 0.106; number 9, H, carries 0.121; number 10, H, carries 0.014; number 11, N, carries 0.075; number 12, N, carries 0.119; number 13, N, carries 0.158; number 14, N, carries 0.061; number 15, N, carries 0.089

***

This record from the Open Molecules 2025 dataset describes 2 unconnected molecules or ions with the total composition C6H7N at a distorted geometry. The level of theory is the ωB97M-V functional and the def2-TZVPD basis.

Computed properties:
ΔE to the lowest compared entry with this formula, charge and spin ... 788.49 kJ/mol
LUMO ... 0.18 eV
Molar mass ... 93.13 g/mol
Frontier orbital gap ... 0.388 Ha
Net charge ... 0

Element x y z (Å)
C  -0.4547  1.0840  -1.2491
C  0.0221  0.2212  0.0359
C  -0.2069  1.1010  1.3254
C  1.3767  -0.2982  -0.3000
C  2.5326  -0.7773  0.0989
C  -0.9714  -0.8882  0.0096
H  -1.6917  1.0451  -1.3372
H  0.5832  0.7436  -2.2616
H  -0.0908  2.2815  -0.8675
H  0.8684  1.4128  1.1903
H  -1.0839  1.6714  1.0635
H  -0.2660  0.5740  2.3429
H  3.4317  -1.3063  -0.0440
N  -2.2202  -1.2968  0.0557

Charges obtained by Löwdin population analysis, quoted in units of e: number 1, C, carries -0.085; number 2, C, carries -0.664; number 3, C, carries -0.031; number 4, C, carries -0.104; number 5, C, carries 0.166; number 6, C, carries -0.134; number 7, H, carries 0.125; number 8, H, carries 0.201; number 9, H, carries 0.130; number 10, H, carries 0.093; number 11, H, carries 0.071; number 12, H, carries 0.114; number 13, H, carries 0.008; number 14, N, carries 0.109